ORCA calculation (ωB97M-V/def2-TZVPD) on 9 unconnected molecules or ions with the total composition C24H64N16O13 at a distorted geometry.

The geometry in XYZ format:
```
117
Properties=species:S:1:pos:R:3:lowdin_charge:R:1
C 4.782 -0.269 3.023 -0.09
O 5.477 0.449 2.002 -0.20
C 4.576 0.797 0.967 -0.25
C 4.394 -0.309 -0.073 -0.19
C 3.097 -0.130 -0.870 -0.21
C 2.976 1.228 -1.554 -0.23
C 1.638 1.404 -2.288 -0.20
C 1.359 2.871 -2.681 -0.19
C 0.277 3.574 -1.833 -0.19
C 0.834 4.360 -0.644 -0.19
C 1.079 3.543 0.640 -0.16
C -0.028 3.626 1.684 -0.15
O -0.995 2.551 1.639 0.02
C -2.208 2.887 1.143 -0.53
O -2.406 3.793 0.339 0.12
O -3.213 2.207 1.751 0.02
C -3.227 0.780 1.600 -0.16
C -3.927 0.368 0.307 -0.13
C -3.615 -1.082 -0.062 -0.23
O -2.575 -1.157 -1.022 -0.19
C -1.305 -1.466 -0.482 -0.10
H 4.106 -0.994 2.557 0.09
H 4.170 0.406 3.628 0.06
H 5.495 -0.815 3.640 0.08
H 3.592 1.036 1.395 0.12
H 4.973 1.690 0.484 0.12
H 5.253 -0.318 -0.752 0.11
H 4.387 -1.277 0.435 0.11
H 2.266 -0.286 -0.173 0.11
H 3.054 -0.898 -1.650 0.11
H 3.074 2.050 -0.839 0.09
H 3.789 1.304 -2.287 0.12
H 0.840 1.041 -1.636 0.09
H 1.649 0.774 -3.181 0.11
H 0.996 2.872 -3.709 0.08
H 2.288 3.440 -2.620 0.11
H -0.223 4.291 -2.493 0.11
H -0.490 2.862 -1.521 0.10
H 0.144 5.170 -0.389 0.11
H 1.776 4.823 -0.950 0.11
H 1.270 2.488 0.429 0.10
H 1.975 3.930 1.136 0.12
H -0.558 4.577 1.625 0.13
H 0.411 3.546 2.682 0.12
H -2.220 0.361 1.643 0.12
H -3.765 0.382 2.461 0.13
H -5.001 0.488 0.467 0.12
H -3.582 1.017 -0.496 0.09
H -4.494 -1.567 -0.496 0.12
H -3.370 -1.657 0.838 0.08
H -1.380 -2.257 0.271 0.08
H -0.832 -0.585 -0.035 0.08
H -0.675 -1.820 -1.299 0.09
C -3.725 -4.402 2.591 -0.67
O -3.163 -3.408 2.145 0.00
N -4.327 -4.426 3.812 0.16
N -3.793 -5.572 1.889 0.16
H -4.795 -5.239 4.179 0.06
H -4.296 -3.588 4.358 0.10
H -3.359 -5.595 0.987 0.10
H -4.246 -6.394 2.242 0.10
C 1.116 4.488 -6.776 -0.67
O 1.215 4.449 -5.563 0.03
N 1.338 5.635 -7.493 0.15
N 0.771 3.390 -7.520 0.15
H 1.259 5.689 -8.490 0.09
H 1.588 6.455 -6.976 0.10
H 0.595 2.539 -7.023 0.10
H 0.679 3.403 -8.516 0.09
C -5.284 1.440 -3.988 -0.66
O -5.851 2.465 -4.369 -0.01
N -5.398 0.262 -4.663 0.17
N -4.524 1.408 -2.860 0.17
H -4.963 -0.586 -4.353 0.10
H -5.997 0.233 -5.468 0.09
H -4.426 2.262 -2.343 0.11
H -4.059 0.579 -2.537 0.08
C 1.785 0.551 5.803 -0.67
O 2.948 0.779 5.516 0.02
N 0.740 1.062 5.080 0.16
N 1.436 -0.246 6.860 0.15
H -0.223 0.878 5.286 0.09
H 0.968 1.635 4.291 0.09
H 2.183 -0.641 7.399 0.10
H 0.489 -0.453 7.108 0.09
C -9.217 0.924 -5.690 -0.68
O -8.680 -0.171 -5.813 0.00
N -8.587 1.985 -5.126 0.17
N -10.499 1.143 -6.136 0.14
H -9.001 2.892 -5.041 0.10
H -7.638 1.848 -4.789 0.05
H -10.975 0.373 -6.563 0.09
H -10.966 2.025 -6.055 0.09
C 8.103 -2.663 2.965 -0.68
O 7.116 -3.087 3.550 0.00
N 8.026 -1.731 1.968 0.17
N 9.374 -3.078 3.247 0.15
H 8.835 -1.381 1.490 0.07
H 7.115 -1.382 1.722 0.08
H 9.490 -3.759 3.970 0.10
H 10.168 -2.715 2.747 0.05
C -7.349 -6.546 5.484 -0.67
O -6.209 -6.702 5.069 0.01
N -8.201 -5.625 4.946 0.16
N -7.848 -7.286 6.516 0.15
H -9.138 -5.482 5.270 0.10
H -7.859 -5.071 4.184 0.10
H -7.240 -7.969 6.927 0.11
H -8.777 -7.180 6.874 0.10
C 10.995 -1.865 -0.132 -0.67
O 11.162 -1.979 1.076 0.00
N 11.076 -0.655 -0.760 0.16
N 10.711 -2.934 -0.928 0.16
H 10.940 -0.534 -1.744 0.09
H 11.284 0.144 -0.192 0.11
H 10.634 -3.829 -0.483 0.11
H 10.564 -2.865 -1.916 0.10
```

## Properties
electronic energy	-76392.9809	eV
structure (SMILES)	COCCCCCCCCCCOC(=O)OCCCOC.NC(N)=O.NC(N)=O.NC(N)=O.NC(N)=O.NC(N)=O.NC(N)=O.NC(N)=O.NC(N)=O
maximum force	2.47	eV/Å
LUMO	0.31	eV
HOMO level	-8.88	eV

***

ORCA calculation (ωB97M-V/def2-TZVPD) on a molecular structure, C42H38MnN3O4P2Te at a distorted geometry.

The geometry in XYZ format:
```
91
Properties=species:S:1:pos:R:3:lowdin_charge:R:1
Mn -0.246 -0.767 -1.829 0.79
C -4.524 1.070 -2.553 -0.01
C -3.082 0.803 -2.863 -0.34
O -2.611 -0.307 -2.499 -0.05
C -2.288 1.795 -3.634 -0.09
C -2.973 2.791 -4.424 -0.06
C -2.309 3.718 -5.171 -0.12
C -0.909 3.660 -5.074 -0.10
C -0.266 2.713 -4.314 -0.05
C -0.859 1.655 -3.644 -0.33
O -0.114 0.732 -3.054 -0.19
H -4.825 0.335 -1.818 0.07
H -5.130 1.049 -3.448 0.08
H -4.531 2.073 -2.176 0.08
H -4.065 2.883 -4.413 0.10
H -2.839 4.331 -5.904 0.10
H -0.214 4.320 -5.663 0.12
H 0.820 2.741 -4.334 0.12
Te 0.384 0.837 3.403 1.22
C 2.199 2.016 3.228 -0.49
C 2.949 2.117 2.060 -0.13
C 4.044 3.003 2.033 -0.13
N 4.371 3.809 3.059 0.03
C 3.663 3.671 4.208 -0.16
C 2.555 2.827 4.342 -0.14
C 0.147 0.014 1.533 -1.09
P -0.953 0.642 0.343 0.86
C -2.584 0.749 1.117 -0.38
C -2.925 1.871 1.904 -0.10
C -4.219 1.952 2.387 -0.09
C -5.144 0.919 2.153 -0.10
C -4.835 -0.098 1.253 -0.10
C -3.525 -0.176 0.774 -0.12
C -0.552 2.365 -0.070 -0.37
C 0.747 2.711 -0.185 -0.11
C 1.203 3.861 -0.818 -0.04
C 0.245 4.704 -1.424 -0.08
C -1.087 4.312 -1.353 -0.10
C -1.480 3.193 -0.649 -0.11
P 1.121 -1.295 0.921 0.88
C 0.693 -2.866 1.769 -0.36
C 1.476 -4.015 1.793 -0.12
C 1.068 -5.138 2.492 -0.10
C -0.139 -5.095 3.189 -0.10
C -1.041 -4.066 2.997 -0.08
C -0.600 -2.938 2.291 -0.10
C 2.911 -1.229 1.287 -0.39
C 3.321 -1.106 2.611 -0.15
C 4.628 -0.963 2.997 -0.09
C 5.571 -0.773 2.009 -0.09
C 5.225 -0.897 0.631 -0.06
C 3.870 -1.087 0.309 -0.10
H 2.743 1.521 1.223 0.05
H 4.630 3.143 1.159 0.09
H 3.954 4.341 4.997 0.09
H 1.947 2.892 5.204 0.07
H -2.206 2.644 1.983 0.08
H -4.618 2.684 3.103 0.10
H -6.139 0.857 2.659 0.11
H -5.501 -0.919 1.006 0.10
H -3.253 -0.953 -0.024 0.10
H 1.417 2.000 0.210 0.05
H 2.224 4.101 -0.892 0.08
H 0.499 5.676 -1.926 0.11
H -1.807 4.760 -2.018 0.10
H -2.516 2.979 -0.603 0.09
H 2.517 -4.046 1.454 0.11
H 1.836 -5.891 2.695 0.10
H -0.431 -5.880 3.758 0.06
H -1.993 -3.973 3.416 0.08
H -1.317 -2.053 2.183 0.11
H 2.618 -1.160 3.411 0.06
H 4.791 -0.833 4.064 0.11
H 6.603 -0.533 2.191 0.09
H 5.993 -0.698 -0.110 0.09
H 3.573 -1.030 -0.729 0.09
C -0.805 -4.894 -0.862 -0.01
C -0.375 -3.676 -1.573 -0.30
N -1.182 -2.653 -1.772 -0.04
O -2.604 -2.874 -1.373 -0.10
C 0.956 -3.520 -2.064 -0.35
C 1.937 -4.584 -2.226 -0.05
N 1.178 -2.299 -2.524 -0.19
O 2.246 -2.082 -3.110 -0.13
H -0.435 -4.991 0.193 0.08
H -0.446 -5.825 -1.347 0.09
H -1.918 -4.975 -0.938 0.09
H -3.094 -2.187 -1.837 0.04
H 1.850 -5.363 -1.453 0.08
H 2.906 -4.044 -2.186 0.09
H 1.875 -5.092 -3.120 0.05
```

## Properties
electronic energy	-114020.1002	eV
energy relative to the best compared isomer or geometry (same formula, charge and spin)	83.9	kJ/mol
net charge	-1
maximum force	3.11	eV/Å
LUMO (spin up / spin down)	2.28 / 2.28	eV
HOMO level (spin up / spin down)	-4.31 / -4.64	eV
spin multiplicity	6
<S²>	8.761

***

ORCA calculation (ωB97M-V/def2-TZVPD) on 3 unconnected molecules or ions with the total composition C5H12O.

The geometry in XYZ format:
```
18
Properties=species:S:1:pos:R:3:lowdin_charge:R:1
C 1.562 -0.658 0.486 -0.08
C 0.100 -0.984 0.327 -0.44
C -0.742 -0.821 1.563 -0.07
C -0.409 -1.408 -0.831 0.00
C -0.691 1.409 -1.842 -0.18
O -1.509 2.084 -1.271 -0.05
H 2.086 -0.655 -0.475 0.07
H 2.053 -1.390 1.140 0.08
H 1.692 0.326 0.955 0.06
H 0.592 2.725 0.769 0.05
H -0.412 -1.516 2.347 0.08
H -1.801 -1.007 1.363 0.08
H -0.640 0.192 1.972 0.08
H 0.216 -1.541 -1.712 0.07
H -1.464 -1.651 -0.935 0.07
H -0.960 0.748 -2.689 0.08
H 0.382 1.419 -1.564 0.07
H -0.055 2.728 0.396 0.03
```

## Properties
electronic energy	-7424.8924	eV
structure (SMILES)	C=C(C)C.[H][H].C=O
energy relative to the best compared isomer or geometry (same formula, charge and spin)	233.4	kJ/mol
maximum force	0.53	eV/Å
LUMO	0.94	eV
HOMO level	-9.53	eV

***

ORCA calculation (ωB97M-V/def2-TZVPD) on a single C5H6O molecule.

The geometry in XYZ format:
```
12
Properties=species:S:1:pos:R:3:lowdin_charge:R:1
C 1.226 0.360 -1.511 -0.07
C -0.008 -1.394 0.444 0.07
C -0.361 -0.125 0.213 -0.40
O 0.048 0.692 -0.795 -0.09
C -1.294 0.550 1.081 -0.07
C -2.052 1.109 1.831 0.14
H 1.485 -0.699 -1.449 0.07
H 2.062 0.956 -1.128 0.10
H 1.048 0.616 -2.558 0.09
H -0.441 -1.916 1.288 0.07
H 0.686 -1.948 -0.176 0.05
H -2.722 1.601 2.501 0.03
```

## Properties
electronic energy	-7326.5695	eV
structure (SMILES)	C#CC(=C)OC
energy relative to the best compared isomer or geometry (same formula, charge and spin)	262.0	kJ/mol
maximum force	0.50	eV/Å
LUMO	1.01	eV
HOMO level	-8.87	eV

***

ORCA calculation (ωB97M-V/def2-TZVPD) on a molecular structure, C37H33AgFNP3Se2.

The geometry in XYZ format:
```
78
Properties=species:S:1:pos:R:3:lowdin_charge:R:1
Ag -0.200 1.528 -0.747 0.45
C -0.585 -1.285 2.321 -0.18
N -1.438 -0.468 1.447 -0.53
P -1.652 1.230 1.737 1.01
C -2.407 1.063 3.433 -0.33
C -3.720 0.584 3.478 -0.11
C -4.378 0.381 4.679 -0.10
C -3.742 0.674 5.878 -0.11
C -2.457 1.190 5.852 -0.10
C -1.799 1.389 4.644 -0.09
C -0.073 2.073 2.203 -0.42
C 0.979 1.606 2.990 -0.16
C 2.102 2.392 3.205 -0.10
C 2.186 3.662 2.655 -0.10
C 1.138 4.147 1.885 -0.08
C 0.022 3.356 1.655 -0.14
P -1.233 -0.902 -0.242 0.94
C -1.795 -2.672 -0.150 -0.35
C -1.151 -3.624 -0.932 -0.09
C -1.553 -4.954 -0.900 -0.10
C -2.595 -5.345 -0.075 -0.11
C -3.243 -4.399 0.712 -0.09
C -2.849 -3.073 0.670 -0.10
C -2.744 -0.280 -1.082 -0.39
C -3.962 -0.008 -0.472 -0.11
C -5.050 0.399 -1.227 -0.09
C -4.931 0.529 -2.603 -0.10
C -3.724 0.247 -3.222 -0.08
C -2.635 -0.155 -2.465 -0.13
H -0.711 -0.962 3.354 0.07
H 0.471 -1.220 2.040 0.04
H -0.890 -2.331 2.254 0.06
H -4.236 0.378 2.550 0.08
H -5.393 0.001 4.679 0.10
H -4.250 0.512 6.821 0.09
H -1.956 1.438 6.781 0.10
H -0.804 1.811 4.648 0.09
H 0.945 0.624 3.441 0.09
H 2.924 2.000 3.792 0.10
H 3.068 4.269 2.819 0.10
H 1.198 5.135 1.445 0.10
H -0.777 3.707 1.008 0.07
H -0.322 -3.319 -1.563 0.10
H -1.043 -5.689 -1.510 0.10
H -2.902 -6.383 -0.035 0.09
H -4.055 -4.696 1.365 0.10
H -3.344 -2.328 1.283 0.10
H -4.049 -0.108 0.597 0.05
H -5.991 0.622 -0.739 0.10
H -5.781 0.856 -3.190 0.09
H -3.622 0.366 -4.294 0.10
H -1.682 -0.353 -2.943 0.03
Se 0.814 1.038 -3.460 0.25
P 2.405 0.455 -2.147 0.06
Se 2.156 0.270 -0.021 0.30
C 3.743 1.666 -2.459 -0.42
C 4.183 2.529 -1.465 -0.12
C 5.115 3.516 -1.762 -0.09
C 5.614 3.636 -3.049 -0.10
C 5.179 2.770 -4.045 -0.09
C 4.240 1.795 -3.755 -0.11
C 3.100 -1.160 -2.671 -0.41
C 4.300 -1.598 -2.114 -0.11
C 4.758 -2.880 -2.364 -0.09
C 4.014 -3.740 -3.163 -0.10
C 2.824 -3.306 -3.726 -0.09
C 2.368 -2.016 -3.483 -0.12
H 3.789 2.429 -0.462 0.04
H 5.450 4.194 -0.986 0.10
H 6.340 4.405 -3.285 0.09
H 5.562 2.865 -5.054 0.10
H 3.871 1.136 -4.532 0.10
H 4.861 -0.926 -1.474 0.10
H 5.687 -3.218 -1.921 0.10
H 4.364 -4.749 -3.345 0.09
H 2.243 -3.971 -4.354 0.10
H 1.440 -1.665 -3.918 0.05
F -1.730 2.911 -0.912 -0.68
```

## Properties
electronic energy	-205674.5646	eV
energy relative to the best compared isomer or geometry (same formula, charge and spin)	137.1	kJ/mol
net charge	-1
maximum force	0.88	eV/Å
LUMO	2.56	eV
HOMO level	-4.40	eV

***

ORCA calculation (ωB97M-V/def2-TZVPD) on a molecular structure, C4H16N3OsS at a distorted geometry.

The geometry in XYZ format:
```
25
Properties=species:S:1:pos:R:3:lowdin_charge:R:1
C 0.149 1.097 -2.275 -0.43
Os 0.341 0.331 -0.583 1.00
N -0.490 -1.034 0.758 -0.16
H 1.518 -0.839 -0.823 -0.10
H 0.163 -1.369 1.455 0.06
H -1.016 -0.394 -0.978 -0.03
H 0.200 0.447 -3.159 0.04
H 1.182 1.404 -1.827 -0.04
H -0.557 1.922 -2.270 0.02
H -1.319 -0.667 1.225 0.07
H -0.763 -1.824 0.173 0.06
C 2.025 0.657 4.396 -0.03
N 1.894 1.106 3.011 -0.01
C 0.890 1.720 2.366 -0.73
S 1.140 2.101 0.663 0.55
N -0.286 2.093 2.878 -0.03
C -0.761 2.018 4.256 -0.05
H 1.143 0.936 4.959 0.05
H 2.915 1.122 4.833 0.11
H 2.160 -0.430 4.422 0.10
H 2.688 0.915 2.398 0.13
H -0.880 2.575 2.197 0.13
H -1.740 2.499 4.312 0.10
H -0.886 0.970 4.547 0.09
H -0.080 2.563 4.912 0.10
```

## Properties
electronic energy	-22168.4297	eV
energy relative to the best compared isomer or geometry (same formula, charge and spin)	18.3	kJ/mol
net charge	+1
maximum force	5.42	eV/Å
LUMO (spin up / spin down)	-3.19 / -4.70	eV
HOMO level (spin up / spin down)	-9.51 / -13.15	eV
spin multiplicity	5
<S²>	6.012

***

ORCA calculation (ωB97M-V/def2-TZVPD) on a single C4H6N2O molecule.

The geometry in XYZ format:
```
13
Properties=species:S:1:pos:R:3:lowdin_charge:R:1
C 2.199 0.884 -0.156 -0.09
O 2.130 0.237 1.105 -0.18
C 0.001 -0.465 0.923 -0.09
N 1.150 -0.764 1.243 0.09
N -1.747 -1.485 -1.138 0.09
C -2.075 -0.491 -0.414 -0.27
C -1.250 -0.098 0.742 -0.07
H 2.639 1.866 0.036 0.09
H 2.840 0.312 -0.833 0.09
H 1.216 1.033 -0.610 0.08
H -2.436 -1.644 -1.873 0.05
H -2.987 0.108 -0.562 0.11
H -1.681 0.507 1.538 0.11
```

## Properties
electronic energy	-9268.7661	eV
structure (SMILES)	[H]/N=C/C=C=NOC
energy relative to the best compared isomer or geometry (same formula, charge and spin)	456.9	kJ/mol
maximum force	0.78	eV/Å
LUMO	0.24	eV
HOMO level	-9.46	eV

***

ORCA calculation (ωB97M-V/def2-TZVPD) on a single C16H24N4O3S2 molecule at a distorted geometry.

The geometry in XYZ format:
```
49
Properties=species:S:1:pos:R:3:lowdin_charge:R:1
C 3.623 -1.492 -1.789 -0.06
H 2.697 -0.999 -2.075 0.06
H 4.293 -1.500 -2.645 0.08
H 3.400 -2.522 -1.522 0.07
C 4.297 -0.759 -0.629 -0.24
N 3.464 -0.567 0.535 -0.25
S 2.640 0.866 0.619 0.67
O 3.530 1.908 0.199 -0.28
O 2.043 0.949 1.920 -0.28
C 1.308 0.756 -0.586 -0.25
C 0.199 0.002 -0.272 0.00
C -0.858 -0.062 -1.173 -0.15
C -0.772 0.610 -2.388 -0.01
C 0.359 1.349 -2.696 -0.05
C 1.402 1.433 -1.788 -0.05
H 2.282 2.025 -1.983 0.12
H 0.419 1.871 -3.639 0.11
H -1.591 0.556 -3.090 0.12
C -2.064 -0.789 -0.766 -0.25
N -2.153 -2.074 -0.643 0.13
N -3.390 -2.299 -0.146 0.02
C -4.074 -1.146 0.073 -0.82
S -5.567 -1.044 0.745 0.62
N -3.222 -0.160 -0.375 0.04
C -3.381 1.274 -0.239 -0.29
C -4.750 1.750 -0.705 -0.06
H -5.531 1.378 -0.049 0.02
H -4.946 1.395 -1.714 0.09
H -4.774 2.836 -0.705 0.08
C -3.072 1.663 1.213 -0.17
O -1.707 1.383 1.421 -0.20
C -1.231 1.733 2.700 -0.08
H -1.389 2.799 2.899 0.09
H -1.732 1.149 3.481 0.09
H -0.163 1.516 2.695 0.07
H -3.706 1.088 1.904 0.12
H -3.278 2.733 1.362 0.14
H -2.599 1.723 -0.862 0.15
H -3.713 -3.229 0.063 0.15
H 0.138 -0.493 0.682 0.13
C 2.868 -1.711 1.186 -0.27
C 3.918 -2.647 1.776 -0.07
H 4.603 -2.085 2.403 0.08
H 3.428 -3.405 2.381 0.08
H 4.485 -3.144 0.993 0.07
H 2.260 -1.296 1.991 0.11
H 2.213 -2.265 0.499 0.12
H 4.594 0.245 -0.937 0.11
H 5.198 -1.301 -0.325 0.12
```

## Properties
electronic energy	-50754.3981	eV
structure (SMILES)	CCN(CC)S(=O)(=O)c1cccc(-c2n[nH]c(=S)n2[C@@H](C)COC)c1
energy relative to the best compared isomer or geometry (same formula, charge and spin)	7.4	kJ/mol
maximum force	1.14	eV/Å
LUMO	0.41	eV
HOMO level	-8.01	eV